1.
Molecular formula: C4H14NO2
Method: DFT, ωB97M-V/def2-TZVPD

Relative energy (zero: lowest compared OMol25 entry of this formula, charge and spin), kcal/mol: 66.0
E_HOMO, eV: -13.4
Charge: +1

CARTESIAN COORDINATES (ANGSTROEM)
C1 1.313 0.174 -0.647
C2 0.425 -1.043 -0.197
C3 -0.587 -0.772 1.104
C4 0.307 -0.137 2.111
O1 1.648 -0.826 2.382
N1 0.380 1.069 -1.396
H1 1.799 0.721 0.209
H2 2.136 -0.070 -1.323
H3 1.158 -1.864 0.131
H4 -0.153 -1.515 -1.134
H5 -1.520 -0.367 0.957
H6 -0.892 -1.806 1.251
H7 -0.184 -0.338 3.168
H8 0.336 0.990 2.006
H9 1.568 -1.783 2.112
H10 -0.600 0.950 -1.132
H11 0.495 2.158 -1.368
H12 0.337 0.837 -2.362
H13 -2.929 0.817 -2.655
H14 -2.693 1.807 -1.346
O2 -2.346 0.997 -1.871

These are the natural (NBO) partial charges, in e, on atoms 1 to 2: C -0.25; C -0.44

***

2.
Molecular formula: C13H15MnNSe
Method: DFT, ωB97M-V/def2-TZVPD

Spin multiplicity: 5
E_HOMO (alpha / beta), eV: -1.9 / -3.2
Charge: -1

CARTESIAN COORDINATES (ANGSTROEM)
C1 -0.921 0.790 -1.614
C2 0.472 0.688 -1.992
C3 1.198 1.745 -1.320
C4 0.248 2.510 -0.536
C5 -1.057 1.910 -0.707
Mn1 0.280 0.499 0.093
N1 -1.011 -1.204 0.441
C6 -0.493 -2.436 0.243
C7 0.812 -1.576 -0.170
H1 2.259 1.962 -1.440
H2 0.897 -0.031 -2.691
H3 0.463 3.419 0.017
H4 -1.993 2.273 -0.278
H5 -1.734 0.175 -2.000
H6 1.035 -1.708 -1.236
H7 -0.920 -3.022 -0.587
H8 -1.933 -1.159 0.890
H9 1.628 -1.755 0.535
H10 -0.334 -3.066 1.140
Se1 1.100 0.961 2.126
C8 0.632 -0.582 3.182
C9 -0.655 -0.723 3.732
C10 -0.917 -1.752 4.640
C11 0.083 -2.672 4.979
C12 1.342 -2.581 4.370
C13 1.615 -1.548 3.471
H11 -1.429 -0.002 3.469
H12 -1.906 -1.831 5.095
H13 -0.116 -3.459 5.712
H14 2.119 -3.310 4.605
H15 2.600 -1.458 3.010

These are the natural (NBO) partial charges, in e, on atoms 1 to 2: C -0.31; C -0.34

***

3.
Molecular formula: C4H6NO2
Method: DFT, ωB97M-V/def2-TZVPD

Relative energy (zero: lowest compared OMol25 entry of this formula, charge and spin), kcal/mol: 137.2
E_HOMO (alpha / beta), eV: -13.3 / -13.3
Charge: +1

CARTESIAN COORDINATES (ANGSTROEM)
C1 0.338 0.056 -0.997
C2 -0.862 0.847 -1.384
C3 -1.070 1.284 -2.637
C4 0.649 -0.892 2.495
N1 0.095 -0.121 1.418
O1 -1.378 1.701 -3.672
O2 0.672 -0.375 0.255
H1 0.133 -0.823 -1.597
H2 1.141 0.701 -1.433
H3 -1.826 0.543 -0.801
H4 -0.289 -1.135 3.226
H5 1.067 -0.141 3.100
H6 1.329 -1.646 2.028

These are the natural (NBO) partial charges, in e, on atoms 1 to 2: C -0.12; C -0.61